Density functional theory data (ωB97M-V/def2-TZVPD) for 2 unconnected molecules or ions with the total composition C4H8O3 in a non-equilibrium geometry.

Computed properties:
relative energy (zero: lowest compared OMol25 entry of this formula, charge and spin)	4.027	eV
maximum force	0.05046	hartree/bohr
HOMO energy	-9.612	eV
frontier orbital gap	10.42	eV

```
15
C4H8O3 (ωB97M-V/def2-TZVPD)
C -2.338 -0.167 0.096
O -1.018 0.419 0.301
C -0.309 1.130 -1.367
O -1.133 0.944 -2.146
C 0.341 -0.242 0.629
C 1.759 0.075 -0.055
O 2.704 -0.585 0.796
H -2.368 -1.014 -0.602
H -2.794 -0.453 1.050
H -2.999 0.606 -0.346
H 0.473 0.094 1.650
H 0.212 -1.319 0.555
H 1.854 -0.326 -1.074
H 1.980 1.147 -0.091
H 3.599 -0.306 0.541
```